C18H11Br2F9N2O6Pt | the ωB97M-V functional and the def2-TZVPD basis

## Properties
- Frontier orbital gap: 0.2251 Ha
- M: 877.2 g/mol
- Multiplicity: 1
- Strongest force on any atom: 1.9 eV/Å
- Net charge: +2

Geometry as XYZ:
```
49
C18H11Br2F9N2O6Pt, DFT the ωB97M-V functional and the def2-TZVPD basis
Pt -0.411 0.298 -0.031
O 0.844 3.994 -1.640
C 0.515 2.727 -1.644
O -0.283 2.247 -0.861
C 1.275 2.119 -2.800
O 0.953 0.718 -3.068
C 0.311 0.388 -4.070
C -2.825 -0.026 -2.921
O -2.887 0.327 -4.022
O -2.642 -0.397 -1.838
H 0.443 4.470 -0.892
H 2.336 2.145 -2.561
H 1.083 2.701 -3.703
H 0.128 -0.678 -4.192
H -0.050 1.121 -4.795
Br -1.413 -5.500 2.941
C -1.125 -3.887 2.059
C -0.212 -3.802 1.018
C -0.012 -2.579 0.416
N -0.661 -1.478 0.803
C -1.618 -1.573 1.753
C -1.853 -2.757 2.415
C -2.435 -0.362 1.901
C -3.466 -0.218 2.806
C -4.222 0.948 2.781
Br -5.621 1.179 3.988
C -3.926 1.932 1.847
C -2.873 1.722 0.982
N -2.140 0.606 1.011
H 0.347 -4.665 0.686
H 0.700 -2.458 -0.382
H -2.613 -2.823 3.180
H -3.692 -0.992 3.523
H -4.498 2.847 1.796
H -2.590 2.466 0.251
F 4.502 -1.557 -0.514
C 3.199 -1.404 -0.348
F 2.592 -1.679 -1.523
F 2.790 -2.330 0.528
C 2.809 0.042 0.110
O 1.609 0.479 -0.376
C 2.849 0.133 1.664
F 2.777 1.406 2.050
F 3.950 -0.411 2.169
F 1.787 -0.503 2.186
C 3.850 1.032 -0.499
F 5.046 0.956 0.045
F 3.960 0.780 -1.828
F 3.413 2.296 -0.400
```